{"formula": "C2H3Cl2N2O", "method": "wB97M-V/def2-TZVPD", "lumo_ev": [-6.314, -6.314], "charge": 1, "de_lowest_kcal_mol": 20.2, "species": ["C", "C", "N", "N", "O", "Cl", "Cl", "H", "H", "H"], "positions_angstrom": [[-0.2977, 0.3017, -1.0149], [-1.0334, -2.1027, -0.8034], [-0.9183, 0.3613, -2.0345], [0.5874, 0.7469, -0.1335], [-1.6002, -0.0851, -2.9437], [0.5834, -2.6134, -0.7879], [-1.9492, -2.1293, -2.1590], [-1.5102, -2.1292, 0.1412], [1.4093, 0.9775, -0.6892], [0.2962, 1.3637, 0.6377]], "atomic_forces_ev_per_a": [[-1.54, 0.25, -0.47], [0.67, -0.30, -1.63], [0.02, -0.45, 0.23], [0.19, 0.01, -0.73], [0.70, 1.33, 0.40], [-0.40, 0.00, -0.13], [0.34, -1.20, 1.17], [-0.59, 0.48, 0.78], [0.41, 0.35, 1.03], [0.21, -0.47, -0.65]]}

---

{"formula": "C4H8O3", "method": "wB97M-V/def2-TZVPD", "smiles": "COC(=O)[C@@H](C)O", "lumo_ev": 0.856, "de_lowest_kcal_mol": 20.7, "species": ["C", "O", "C", "O", "C", "C", "O", "H", "H", "H", "H", "H", "H", "H", "H"], "positions_angstrom": [[-0.7785, 0.2304, -2.4695], [-0.6902, -0.3567, -1.1711], [-0.3553, 0.4757, -0.1706], [-0.1340, 1.6529, -0.3106], [-0.2153, -0.3005, 1.1375], [1.2544, -0.6541, 1.3198], [-0.7199, 0.4266, 2.2282], [-1.5439, 1.0101, -2.4852], [-1.0515, -0.5850, -3.1399], [0.1801, 0.6648, -2.7658], [-0.8117, -1.2139, 1.0505], [1.5778, -1.3587, 0.5491], [1.3990, -1.1046, 2.3068], [1.8693, 0.2513, 1.2503], [0.0196, 0.8619, 2.6704]], "atomic_forces_ev_per_a": [[-0.02, 0.09, -0.24], [0.01, 0.02, 0.17], [0.11, 0.34, -0.03], [-0.15, -0.49, 0.05], [0.01, -0.21, -0.12], [0.09, -0.02, 0.01], [0.13, 0.14, 0.18], [0.11, -0.09, 0.01], [0.04, 0.15, 0.08], [-0.13, -0.05, 0.07], [0.04, 0.12, 0.01], [0.03, 0.08, 0.11], [-0.01, -0.03, -0.18], [-0.08, -0.12, 0.01], [-0.21, 0.09, -0.13]]}